No. 1
ORCA calculation (ωB97M-V with the def2-TZVPD basis set) on a molecular structure, C32H51CrN3O7P2S in a non-equilibrium geometry.

The value obtained for the HOMO energy (alpha / beta) is -17.0 / -17.0 eV. The energy comes out at -4065.76357 Ha. As for the spin multiplicity: 4. As for the orbital gap (alpha / beta): 8.40 / 7.85 eV. As for the strongest force on any atom: 0.041 Eh/bohr. The total charge is +3.

The geometry in XYZ format:
```
97
C32H51CrN3O7P2S (ωB97M-V with the def2-TZVPD basis set)
Cr -0.95755 -1.29591 -0.49083
C 0.02451 -5.25882 0.90025
C -1.08354 -5.55369 1.67860
C -2.16048 -4.67374 1.68579
C -2.09760 -3.53483 0.90762
N -0.98183 -3.21745 0.19937
C 0.04697 -4.06464 0.19760
C -3.23915 -2.66755 0.55782
C -4.58618 -2.87467 0.79867
C -5.50350 -2.10289 0.09064
C -5.07368 -1.28279 -0.94785
C -3.71102 -1.16673 -1.16573
N -2.84679 -1.71911 -0.30259
C -3.00256 -0.76424 -2.39501
C -3.58186 -0.22820 -3.52726
C -2.80722 -0.08516 -4.67371
C -1.48402 -0.49487 -4.65215
C -0.96489 -1.01786 -3.47848
N -1.70182 -1.15111 -2.37802
H 0.85368 -5.94789 0.82708
H -1.12630 -6.47039 2.25137
H -3.04819 -4.89520 2.26237
H 0.89550 -3.77464 -0.40708
H -4.92170 -3.63471 1.48983
H -6.56228 -2.21912 0.28024
H -5.78633 -0.79185 -1.59528
H -4.62480 0.05674 -3.52915
H -3.23817 0.33673 -5.57174
H -0.85873 -0.42196 -5.53039
H 0.06702 -1.33752 -3.40438
C -0.62141 4.88774 -2.26876
C -0.62966 3.37997 -2.39376
C -0.20712 2.91234 -3.77034
O 0.34135 2.84027 -1.41805
P -0.05526 1.82802 -0.29931
O -0.96924 0.72999 -0.77079
C 1.56291 1.19537 0.22167
P 2.06863 -0.11147 -0.94957
O 1.02626 -1.20037 -0.93637
O 2.12068 0.46603 -2.38729
C 3.20681 1.21140 -3.07997
C 4.29074 0.26169 -3.54912
C 3.74807 2.34095 -2.22583
O 3.52190 -0.57120 -0.64144
C 4.18173 -1.38352 0.38035
C 3.29892 -2.51541 0.86920
C 4.69214 -0.48327 1.48798
O -0.78942 2.55957 0.86300
C -0.39748 3.83508 1.48815
C -1.64721 4.67681 1.62141
C 0.23521 3.51697 2.82886
H -1.30817 5.31849 -2.99615
H 0.37983 5.27366 -2.46038
H -0.93445 5.20514 -1.27452
H -1.61111 2.97311 -2.13694
H 0.74402 3.37168 -4.04084
H -0.95401 3.21683 -4.50309
H -0.10419 1.82835 -3.79786
H 1.45817 0.75545 1.21113
H 2.29917 1.99906 0.24231
H 2.67853 1.61399 -3.94195
H 4.90071 -0.08312 -2.71722
H 4.93245 0.78821 -4.25451
H 3.86142 -0.60062 -4.05875
H 4.29795 1.94478 -1.36939
H 2.94620 2.99714 -1.88880
H 4.44030 2.93010 -2.82530
H 5.03758 -1.79889 -0.15060
H 2.35600 -2.12936 1.26351
H 3.81952 -3.06787 1.64986
H 3.08121 -3.19869 0.04891
H 3.87683 0.02777 2.00302
H 5.37229 0.26820 1.08902
H 5.24404 -1.08192 2.21156
H 0.31827 4.32962 0.82661
H -2.38257 4.16900 2.24574
H -2.09584 4.88077 0.64987
H -1.39236 5.62688 2.08894
H -0.47194 2.94823 3.43464
H 0.47312 4.43713 3.35964
H 1.15498 2.94131 2.70742
C -2.96783 -0.92667 3.68403
C -1.52726 -0.49785 3.89276
S -0.37171 -1.48554 2.89412
O -0.40882 -0.85290 1.49175
C 1.15396 -0.84747 3.66118
C 1.53325 -1.71460 4.85445
H -3.61701 -0.36209 4.35167
H -3.10220 -1.98716 3.90110
H -3.27673 -0.72280 2.66115
H -1.21561 -0.64437 4.92882
H -1.37396 0.54419 3.60822
H 0.99970 0.19583 3.93840
H 1.91528 -0.91431 2.88664
H 0.79695 -1.65696 5.65600
H 2.48338 -1.37622 5.26544
H 1.64463 -2.75840 4.56077
```

Here are the Mulliken charges for atoms 1 to 6, given in e: number 1, Cr, carries -0.350; number 2, C, carries -1.019; number 3, C, carries -0.797; number 4, C, carries -0.607; number 5, C, carries 0.816; number 6, N, carries 0.898

***

No. 2
ORCA calculation (ωB97M-V with the def2-TZVPD basis set) on a molecular structure, C23H29FeN2O2S2 in a non-equilibrium geometry.

The value obtained for the HOMO energy (alpha / beta) is -3.4 / -6.6 eV. The energy comes out at -3213.76803 Ha. As for the spin multiplicity: 6. As for the orbital gap (alpha / beta): 3.55 / 6.76 eV. As for the strongest force on any atom: 0.054 Eh/bohr.

The geometry in XYZ format:
```
59
C23H29FeN2O2S2 (ωB97M-V with the def2-TZVPD basis set)
Fe -0.65237 0.82100 0.72966
C -1.10245 3.53596 -1.00312
N -0.47807 3.06211 0.23099
C 0.93280 3.48070 0.27787
C -1.18007 3.57931 1.43511
C -1.01571 2.61207 2.58033
C -0.10258 2.86015 3.60043
C 0.01967 1.98934 4.66669
C -0.78425 0.85942 4.73454
C -1.70879 0.60758 3.74171
C -1.83186 1.46141 2.64884
H -1.12786 4.63185 -1.04841
H -2.12490 3.15895 -1.07788
H -0.53269 3.16146 -1.85310
H 0.99282 4.57664 0.23972
H 1.47753 3.04098 -0.55224
H 1.39309 3.11853 1.19620
H -2.23669 3.69907 1.19157
H -0.79694 4.56729 1.71179
H 0.51294 3.75116 3.55476
H 0.74193 2.19037 5.44702
H -0.68628 0.17200 5.56406
H -2.33722 -0.27376 3.79512
O 0.53480 -0.02504 2.03180
N 1.62596 -0.74872 1.64909
C 2.22312 -1.54497 2.61530
C 3.30490 -2.30368 2.30087
C 3.82962 -2.30113 0.98621
C 3.17474 -1.48835 0.02140
C 2.09390 -0.71914 0.34257
S 1.25142 0.34363 -0.74598
H 1.76392 -1.50097 3.59066
H 3.74969 -2.91524 3.07531
H 4.69500 -2.89362 0.72847
H 3.52107 -1.44789 -1.00362
C 1.77609 -4.61862 -4.45667
C 0.92106 -3.55492 -3.82235
C 0.31536 -3.77841 -2.59069
C -0.43061 -2.78906 -1.96618
C -0.56786 -1.56542 -2.59166
C 0.02443 -1.30934 -3.81374
C 0.75796 -2.31205 -4.42828
S -1.43936 -0.26583 -1.75476
C -3.03466 -0.51669 -2.53663
O -1.72106 -0.73861 -0.31747
H 1.31999 -5.60392 -4.35625
H 2.75383 -4.65882 -3.97261
H 1.93632 -4.42032 -5.51607
H 0.44327 -4.73746 -2.10178
H -0.87541 -2.94583 -0.99158
H -0.06425 -0.33068 -4.27278
H 1.22806 -2.11962 -5.38528
H -3.34917 -1.54372 -2.35622
H -2.92645 -0.32207 -3.60369
H -3.73255 0.18889 -2.08617
C -2.91710 1.24044 1.59514
H -3.68600 2.01152 1.65562
H -3.37491 0.26067 1.69284
H -2.49718 1.31141 0.57355
```

Here are the natural (NBO) charges for atoms 1 to 6, given in e: number 1, Fe, carries 1.309; number 2, C, carries -0.412; number 3, N, carries -0.504; number 4, C, carries -0.426; number 5, C, carries -0.250; number 6, C, carries -0.056